# 1
Molecular formula: C10H16
Method: DFT, ωB97M-V/def2-TZVPD

```
26
Properties=species:S:1:pos:R:3:forces:R:3
C -0.59444 2.72013 -0.86197 -1.39 2.23 3.16
C -1.05946 1.37882 -1.21387 -5.92 -2.05 -1.60
C -0.28834 0.15418 -0.96573 2.22 -0.57 -2.86
C -0.64140 -0.89459 -0.09610 1.09 -0.34 -0.56
C 0.14208 -2.05051 -0.00502 1.81 0.72 -2.47
C 1.32063 -2.07338 -0.78992 -0.97 -0.70 -1.66
C 1.57422 -1.13447 -1.85604 -1.13 0.53 1.40
C 0.80268 0.01915 -2.02863 -1.51 -2.94 5.78
H -1.49947 3.14127 -0.16530 2.30 -0.17 -1.93
H -0.27612 3.45765 -1.62530 -0.37 -0.70 0.31
H 0.19407 2.58903 -0.11910 0.33 0.36 -0.13
H -2.10132 1.14668 -0.75065 1.59 0.71 0.20
H -1.56311 1.31841 -2.25652 1.60 0.24 0.90
H -1.47131 -1.09151 0.55662 -1.01 1.58 -0.10
H -0.30908 -2.94917 0.40365 0.62 0.14 0.58
H 1.89433 -2.99780 -0.90684 -0.08 0.24 0.53
H 2.34725 -1.34012 -2.55378 0.81 -0.26 -0.31
H 1.09762 0.85242 -2.58312 0.01 0.96 -1.25
C -0.83713 0.92051 3.15317 -1.65 1.64 -0.95
C 0.19704 -0.18411 3.17327 0.52 2.47 1.33
H -0.96113 1.43012 4.10899 -0.52 -0.69 0.35
H -0.62240 1.86130 2.55410 0.50 -1.40 0.03
H -1.78819 0.59470 2.71504 -0.14 0.12 0.53
H -0.04288 -1.17954 2.97596 -1.15 -1.43 -0.28
H 0.57800 -0.10906 4.20834 0.82 -0.42 -0.84
H 0.82845 0.14119 2.38302 1.63 -0.30 -0.17
```
Positions in Å, forces in eV/Å.

Its spin multiplicity is 1. The molar mass comes out at 136.238 g/mol. As for the energy: -390.5206 Ha. As for the net charge: 0. As for the frontier orbital gap: 9.5 eV. Its SMILES is CCc1ccccc1.CC.

# 2
Molecular formula: C45H53F2N4O7S2
Method: DFT, ωB97M-V/def2-TZVPD

```
113
Properties=species:S:1:pos:R:3:forces:R:3
C 3.45517 -6.95465 -2.48277 -0.31 -0.22 0.36
C 2.59180 -5.73423 -2.66352 -0.06 -0.07 0.11
O 2.93271 -4.79682 -3.35109 -0.04 0.04 -0.37
N 1.33916 -5.77357 -2.03506 0.39 0.69 0.06
C 0.41045 -4.77592 -2.55779 -0.15 -0.44 -0.09
C 1.39526 -5.89508 -0.56378 -0.23 -0.47 -0.35
C 1.18421 -4.58120 0.16958 0.26 0.16 0.48
C 2.31074 -3.56477 -0.11882 -0.18 -0.06 -0.04
C 1.84766 -2.12772 -0.43221 -0.09 -0.14 -0.26
C 2.12462 -1.06877 0.62168 0.23 -0.36 0.56
C 1.30596 -1.22397 1.91928 -0.18 0.01 -0.21
O 1.57848 -0.54906 2.87293 -0.26 0.40 -0.08
N 0.19863 -2.12331 1.91534 0.39 0.04 1.11
C -0.74189 -1.77361 2.91756 -0.17 -0.19 -0.02
O -1.45175 -0.83593 2.90804 0.23 0.02 0.17
F -0.76326 -2.70811 3.88416 -0.13 0.13 -0.30
C 3.59012 -1.00906 1.05818 0.23 -0.27 -0.27
C 4.51336 -0.86356 -0.14707 -0.23 0.03 0.07
C 4.01879 0.25165 -1.09527 0.46 0.07 0.30
C 5.15666 1.21823 -1.48826 -0.18 -0.11 -0.31
C 5.90574 0.81822 -2.77370 -0.30 0.33 0.29
C 6.22603 2.02001 -3.62937 0.31 -0.13 0.05
F 7.06844 2.87628 -2.92376 -0.08 0.04 0.03
C 2.95955 1.09970 -0.40826 0.28 0.15 0.12
N 1.76235 0.33125 0.11586 -0.06 -0.07 -0.42
C 0.65400 0.41016 -0.90945 -0.06 0.93 -0.25
C -0.11077 1.72784 -0.69199 -0.57 -1.00 0.77
C -1.35738 1.40574 0.18774 0.70 0.24 -0.55
S -2.79056 1.12813 -0.86386 -0.29 0.07 0.32
C -3.03671 -0.58328 -0.94321 0.02 0.13 -0.14
S -2.13802 -1.74664 -0.22926 -0.15 -0.06 0.07
N -4.16342 -0.79829 -1.78251 0.56 -0.82 -0.04
C -4.99799 -1.89673 -1.37430 -0.13 0.04 0.00
C -5.36064 -2.93727 -2.21717 -0.02 0.06 -0.02
C -6.17512 -3.95373 -1.73568 -0.09 -0.12 0.18
C -6.63097 -3.94595 -0.42794 0.04 0.14 0.10
C -6.29278 -2.88511 0.40421 0.17 0.15 -0.18
C -5.48709 -1.86546 -0.07245 -0.07 -0.05 0.07
C -3.74456 -0.76713 -3.17630 -0.26 0.46 -0.18
C -4.25670 0.24057 -3.97679 -0.02 -0.02 -0.10
C -3.87299 0.33922 -5.30791 0.05 -0.05 0.19
C -2.96793 -0.57082 -5.83623 -0.13 0.10 0.03
C -2.46426 -1.58683 -5.03486 -0.01 0.10 -0.01
C -2.84507 -1.68366 -3.70538 0.05 -0.05 0.09
H 4.18691 -6.79890 -1.69210 0.23 0.07 -0.11
H 3.95032 -7.18178 -3.41974 0.19 0.13 -0.03
H 2.84365 -7.80618 -2.19461 0.00 -0.07 0.01
H 0.34556 -4.90498 -3.63422 0.06 0.04 -0.08
H -0.57799 -4.98032 -2.15225 -0.06 0.14 0.15
H 0.71159 -3.74533 -2.36932 -0.04 0.10 0.09
H 0.67496 -6.64195 -0.22902 -0.16 0.06 0.04
H 2.37947 -6.27551 -0.29439 0.03 -0.11 0.01
H 0.19757 -4.15944 -0.01517 -0.05 0.00 -0.24
H 1.19426 -4.83026 1.23533 -0.06 -0.11 0.05
H 2.84874 -3.90471 -0.99980 0.09 -0.02 -0.04
H 3.03018 -3.60621 0.69766 0.09 0.10 0.04
H 0.78263 -2.16120 -0.65264 -0.07 0.03 0.07
H 2.33093 -1.81648 -1.35618 0.02 0.09 -0.05
H 0.53210 -3.06564 2.11817 -0.03 -0.13 -0.53
H 3.73442 -0.20412 1.77353 -0.10 0.13 0.04
H 3.83242 -1.91860 1.60307 -0.02 -0.06 0.06
H 5.50867 -0.62486 0.21939 0.12 -0.04 -0.04
H 4.57464 -1.81911 -0.66409 0.09 -0.02 -0.12
H 3.62552 -0.19107 -2.00976 -0.22 0.04 -0.04
H 4.73510 2.21570 -1.63594 0.02 0.08 -0.03
H 5.84972 1.29437 -0.65387 0.05 0.16 0.07
H 5.26236 0.17020 -3.37009 0.15 -0.21 -0.09
H 6.83322 0.30716 -2.52772 0.01 -0.24 -0.12
H 5.32484 2.57671 -3.88704 -0.04 0.07 -0.04
H 6.75089 1.72299 -4.53614 -0.03 0.04 -0.09
H 3.40578 1.62981 0.43157 0.03 -0.07 0.12
H 2.60110 1.86251 -1.09239 -0.29 -0.02 0.00
H 1.43891 0.83900 0.94092 0.00 0.05 0.03
H 1.13857 0.39144 -1.88091 0.01 -0.30 -0.08
H -0.05080 -0.40235 -0.79286 0.15 -0.27 -0.02
H 0.50923 2.45270 -0.16817 0.03 0.26 -0.21
H -0.46381 2.12340 -1.63776 0.27 0.23 -0.12
H -1.57904 2.24384 0.83263 -0.25 0.16 -0.05
H -1.17299 0.54266 0.82704 -0.25 -0.14 0.02
H -5.02828 -2.96276 -3.24307 0.04 0.00 -0.05
H -6.45405 -4.77683 -2.37733 0.03 0.01 -0.15
H -7.25037 -4.74785 -0.05556 -0.06 -0.06 -0.03
H -6.65324 -2.82481 1.42031 -0.07 -0.11 0.06
H -5.23169 -1.03402 0.57036 0.01 0.06 0.03
H -4.95059 0.94804 -3.54664 -0.06 0.02 0.03
H -4.27967 1.13629 -5.91209 0.01 0.02 -0.11
H -2.66563 -0.48084 -6.86921 0.04 -0.07 -0.06
H -1.77005 -2.30666 -5.44329 0.05 -0.05 -0.04
H -2.44556 -2.47518 -3.08633 -0.02 -0.02 0.09
C 1.46615 4.50390 4.23966 -0.01 -0.02 -0.01
C 0.84382 3.86549 3.25284 0.01 -0.01 0.00
C 0.12895 4.61030 2.18637 -0.07 0.01 0.01
O -0.43875 4.01265 1.28623 0.22 0.15 0.15
C 0.12476 6.08308 2.25618 0.04 0.02 -0.01
C 0.74355 6.72968 3.24202 0.04 -0.02 -0.10
C 1.46771 5.99288 4.30992 -0.03 -0.01 0.00
O 2.03691 6.56768 5.20689 0.03 0.01 0.01
H 1.99286 3.98624 5.03158 0.00 0.03 0.01
H 0.82205 2.78275 3.18728 -0.04 0.01 0.01
H -0.41082 6.59888 1.46967 -0.01 -0.01 0.00
H 0.74949 7.80724 3.31748 -0.01 0.01 0.04
C -2.42683 5.91796 5.39280 -0.01 -0.01 0.00
C -3.45929 5.28439 5.94046 0.03 0.00 -0.02
C -4.69803 6.01537 6.31946 0.01 0.01 0.00
O -5.63613 5.43685 6.81772 -0.02 -0.01 0.00
C -4.73514 7.47798 6.06209 0.02 0.02 -0.01
C -3.70073 8.10949 5.51358 -0.03 -0.01 0.01
C -2.46703 7.37949 5.13448 -0.01 0.03 0.02
O -1.52453 7.95418 4.62942 -0.03 -0.02 0.03
H -1.51475 5.40504 5.11238 0.01 0.02 0.00
H -3.45419 4.22009 6.13868 -0.03 0.00 0.02
H -5.64594 7.98892 6.34656 -0.01 -0.02 0.01
H -3.70468 9.17393 5.31735 0.02 0.00 -0.01
```
Positions in Å, forces in eV/Å.

Its spin multiplicity is 1. The molar mass comes out at 864.070 g/mol. As for the energy: -3488.0692 Ha. As for the net charge: +1. As for the frontier orbital gap: 6.8 eV.

# 3
Molecular formula: C46H49ClKN11O6S
Method: DFT, ωB97M-V/def2-TZVPD

```
115
Properties=species:S:1:pos:R:3:forces:R:3
K 0.61406 -1.34725 0.42779 -0.01 0.18 0.61
C -1.61070 -1.69287 5.06319 0.00 0.00 0.06
C -2.51870 -2.80399 5.01581 0.00 0.01 -0.07
C -2.81124 -3.31484 3.76475 -0.01 -0.04 0.04
C -2.07893 -2.96866 2.62854 -0.01 0.01 -0.04
N -0.79700 -2.34394 2.92293 -0.04 0.15 -0.12
C -0.83154 -1.39217 4.01167 0.00 -0.05 0.01
C -2.50476 -3.12911 1.26977 0.01 -0.02 0.02
C -3.66198 -3.90371 0.96950 0.01 0.01 0.02
C -4.06460 -4.05196 -0.32638 0.00 0.00 -0.01
C -3.34073 -3.44519 -1.35419 0.00 0.01 -0.01
C -2.21309 -2.72127 -1.00164 -0.05 -0.01 0.09
N -1.80136 -2.56808 0.25996 -0.10 -0.04 0.04
C -1.44911 -2.02345 -2.08782 -0.05 0.02 -0.02
C -1.47909 -2.50805 -3.39903 0.02 0.01 0.02
C -0.88661 -1.77118 -4.40467 0.02 0.00 0.02
C -0.24166 -0.58567 -4.08244 0.00 0.02 -0.02
C -0.20186 -0.21441 -2.74952 -0.06 -0.04 0.01
N -0.79665 -0.90364 -1.78104 -0.16 0.01 -0.08
H -1.62477 -1.01837 5.91641 -0.01 -0.01 -0.04
H -3.13151 -3.05122 5.87157 0.02 -0.01 0.01
H -3.69393 -3.93508 3.65419 0.00 -0.01 0.02
H -0.22361 -0.50302 3.91482 -0.03 0.03 -0.04
H -4.22259 -4.37411 1.76348 -0.01 0.01 0.01
H -4.95110 -4.63417 -0.55368 0.00 0.00 -0.01
H -3.67069 -3.51018 -2.37994 0.00 0.00 -0.01
H -1.94101 -3.46062 -3.61296 0.00 0.00 -0.01
H -0.90113 -2.13453 -5.42532 0.00 0.00 0.00
H 0.24138 0.02420 -4.83501 0.00 0.00 0.00
H 0.32580 0.68150 -2.43872 0.01 -0.01 0.01
N 2.00814 -5.63757 -7.17755 0.04 0.01 0.01
C 2.05003 -5.23593 -5.82220 -0.01 -0.03 -0.01
C 1.93354 -3.89510 -5.47662 0.00 0.02 0.02
C 1.93206 -3.50995 -4.14344 -0.02 0.04 -0.05
C 2.04691 -4.45464 -3.14264 0.01 -0.04 0.02
C 2.16613 -5.79595 -3.48069 0.00 0.02 0.01
C 2.16183 -6.18656 -4.80896 0.00 0.00 -0.01
S 2.01090 -4.02052 -1.40972 0.04 -0.07 -0.12
O 3.11977 -4.73415 -0.82191 0.01 0.00 0.01
O 0.68177 -4.36453 -0.95883 0.03 -0.06 -0.04
N 2.10945 -2.44317 -1.29588 0.42 -0.29 -0.42
C 3.20075 -1.73359 -1.62544 -0.06 0.01 -0.12
N 4.18667 -2.24307 -2.40159 0.08 0.02 0.08
C 5.18749 -1.43480 -2.70447 -0.01 0.01 0.01
C 5.26317 -0.11544 -2.28844 -0.01 0.00 0.00
C 4.19647 0.32212 -1.51078 0.01 0.01 0.01
N 3.18302 -0.44767 -1.17185 0.05 -0.06 -0.06
H 2.32604 -4.91286 -7.80434 -0.01 0.00 0.01
H 2.52910 -6.48586 -7.34496 -0.01 0.00 0.00
H 1.84607 -3.14376 -6.25534 0.00 -0.01 0.00
H 1.84674 -2.46500 -3.87992 -0.02 0.00 0.00
H 2.27138 -6.52987 -2.69188 0.00 0.00 0.00
H 2.24726 -7.23733 -5.06616 0.00 0.00 -0.01
H 5.97241 -1.86465 -3.32369 0.00 0.00 0.00
H 6.08830 0.53042 -2.55181 0.00 0.00 0.00
H 4.16043 1.34604 -1.14404 -0.01 -0.01 0.01
C -2.83250 2.92123 -1.98473 0.01 -0.05 0.03
C -3.03515 2.78539 -0.47593 0.18 -0.05 -0.03
C -4.46032 3.15183 -0.08671 -0.01 0.05 0.03
O -2.79003 1.44149 -0.08664 -0.03 0.18 -0.19
C -2.02685 3.71894 0.26057 -0.21 -0.03 0.24
O -2.11414 4.94338 0.04789 0.04 -0.03 -0.17
O -1.22921 3.13502 1.04883 0.01 0.11 -0.13
H -3.50621 2.23438 -2.50380 0.00 0.01 -0.01
H -1.80670 2.65260 -2.24479 0.00 0.00 -0.01
H -3.02050 3.94469 -2.31057 -0.01 0.01 0.02
H -5.16767 2.53038 -0.64207 0.00 -0.01 0.00
H -4.65082 4.20430 -0.29860 -0.01 0.00 -0.01
H -4.60667 2.96649 0.97887 0.00 0.02 0.00
H -1.96612 1.52944 0.42670 -0.04 -0.10 0.14
C 2.00096 3.40771 7.15029 0.00 0.02 0.02
C 1.15519 2.38011 6.39115 -0.02 -0.01 -0.09
C 0.21212 1.69568 7.39112 -0.03 0.01 0.03
C 2.08289 1.28814 5.84951 -0.02 0.00 -0.04
C 0.32606 3.05731 5.23860 0.03 -0.06 0.00
O -0.59420 2.11417 4.70315 0.03 0.00 -0.03
C -0.43985 4.28338 5.76875 0.00 0.08 0.06
C -1.47822 4.88783 4.80547 -0.05 -0.01 0.04
C -1.01104 6.08855 4.01639 -0.01 0.00 0.09
C -0.65369 7.27283 4.66213 -0.02 -0.01 -0.03
C -0.24643 8.38445 3.94141 -0.01 -0.05 -0.01
C -0.20904 8.30281 2.55704 0.04 0.11 -0.06
Cl 0.30355 9.71648 1.64894 -0.03 -0.05 0.03
C -0.56411 7.14899 1.88866 -0.09 -0.10 0.10
C -0.95852 6.04086 2.63033 0.12 -0.02 -0.10
C 1.17264 3.52343 4.03093 0.04 -0.04 0.03
N 1.61284 2.48019 3.12280 0.06 -0.02 0.12
C 0.88959 1.61779 2.40008 -0.01 0.05 -0.11
N 1.68818 0.83771 1.69655 -0.01 0.11 0.02
C 2.92324 1.29435 2.01448 -0.06 -0.02 0.16
N 2.93479 2.28622 2.87772 0.01 0.04 0.00
H 2.65307 2.88643 7.85509 0.00 0.00 0.00
H 1.38630 4.10540 7.72230 0.01 -0.01 0.00
H 2.64238 3.98547 6.48195 0.00 0.00 -0.02
H 0.80282 1.29169 8.21608 0.00 0.01 0.00
H -0.30744 0.85072 6.93472 0.01 0.01 0.00
H -0.52507 2.37521 7.82435 0.00 -0.01 0.00
H 2.50855 0.73159 6.68874 -0.01 0.00 0.00
H 2.90752 1.69691 5.26996 0.03 0.03 -0.05
H 1.53935 0.58077 5.22102 0.01 0.01 0.00
H -1.26412 1.89649 5.35934 0.02 -0.01 0.00
H 0.27157 5.05745 6.06709 0.01 0.00 -0.03
H -0.95074 3.97508 6.68412 0.00 0.03 0.00
H -2.34516 5.19379 5.39931 0.00 0.00 -0.02
H -1.83341 4.12029 4.11639 0.03 -0.01 -0.03
H -0.70238 7.33441 5.74487 0.01 -0.01 0.00
H 0.02948 9.30504 4.43799 0.01 0.00 0.00
H -0.57139 7.06728 0.81122 0.05 0.07 -0.05
H -1.19159 5.13187 2.08087 -0.09 0.08 0.09
H 2.08162 4.01319 4.37484 -0.01 0.03 0.02
H 0.60372 4.25400 3.45678 -0.03 -0.13 0.00
H -0.18594 1.63576 2.37167 0.00 0.00 0.03
H 3.82928 0.87563 1.60713 0.00 0.00 0.00
N 1.35149 -3.56146 2.61704 -0.04 -0.04 0.09
C 0.32339 -3.06222 2.80854 0.03 0.02 -0.02
```
Positions in Å, forces in eV/Å.

Its spin multiplicity is 1. The molar mass comes out at 958.587 g/mol. As for the energy: -4294.5160 Ha. As for the net charge: -2. As for the frontier orbital gap: 5.0 eV.

Q: The highest frontier orbital gap belongs to which entry?
A: C10H16

Q: The lowest frontier orbital gap belongs to which entry?
A: C46H49ClKN11O6S

Q: Which formula does entry 3 have?
A: C46H49ClKN11O6S

Q: Number 3 is which compound?
A: C46H49ClKN11O6S